A cluster of 3 separate species, C16H27B3O5 in total, computed with the ωB97M-V functional and the def2-TZVPD basis.

Last column: Mulliken charge in e.
Element x y z (Å)
C -7.2456 -0.0251 -2.4168  0.21
C -6.5035 -0.8658 -2.8383  -0.53
B -5.5322 -1.9218 -3.3441  0.26
O -5.9308 -2.8742 -4.2589  -0.45
B -4.9067 -3.7631 -4.5360  0.63
O -3.6709 -3.2241 -4.8258  -0.50
B -3.2799 -2.2788 -3.8922  0.57
C -1.8647 -1.6074 -3.9214  -1.40
C -1.5484 -0.8801 -2.6379  1.00
C -0.8359 -1.5056 -1.6227  -0.78
C -0.5953 -0.8428 -0.4296  -0.46
C -1.0660 0.4470 -0.2446  -0.93
C -1.7741 1.0937 -1.2491  0.80
C -2.2985 2.4916 -1.0596  -1.41
C -2.0060 0.4164 -2.4403  -0.49
O -4.2188 -1.9423 -2.9222  -0.42
H -7.8387 0.7632 -2.0194  0.41
H -5.0893 -4.9319 -4.4318  -0.09
H -1.1181 -2.3813 -4.1017  0.39
H -1.8250 -0.9064 -4.7571  0.43
H -0.4749 -2.5158 -1.7663  0.39
H -0.0644 -1.3319 0.3702  0.63
H -0.8922 0.9495 0.6978  0.42
H -1.6629 3.2080 -1.5774  0.30
H -2.3531 2.7405 -0.0033  0.37
H -3.3013 2.5688 -1.4757  0.34
H -2.5632 0.9009 -3.2337  0.37
C 2.0236 0.0078 3.4454  -1.10
C 1.2463 -1.2800 3.6628  0.33
C 2.1142 -2.3653 4.2802  -1.32
O 0.6836 -1.7331 2.4284  -0.54
H 2.8545 -0.1604 2.7561  0.21
H 1.3863 0.7742 3.0061  0.28
H 2.4289 0.3948 4.3798  0.39
H 0.3903 -1.0869 4.3112  0.29
H 2.9517 -2.6012 3.6171  0.34
H 1.5395 -3.2795 4.4288  0.33
H 2.5190 -2.0478 5.2420  0.38
H 1.4183 -1.9184 1.8320  0.35
C 4.9583 1.8550 0.9711  -1.23
C 4.3998 2.9491 1.8680  0.41
C 5.4313 4.0328 2.1401  -1.32
O 3.9181 2.3949 3.0918  -0.49
H 5.8108 1.3688 1.4542  0.32
H 4.2021 1.0930 0.7809  0.26
H 5.2921 2.2580 0.0143  0.42
H 3.5232 3.3932 1.3939  0.25
H 6.2975 3.6087 2.6558  0.36
H 5.0102 4.8089 2.7790  0.32
H 5.7771 4.4933 1.2139  0.38
H 4.6663 1.9926 3.5467  0.34

Net charge = 0
DFT total energy = -29302.4614 eV
SMILES string = C#CB1OBOB(Cc2cccc(C)c2)O1.CC(C)O.CC(C)O



A cluster of 8 separate species, C26H52O10S2 in total at a distorted geometry, computed with the ωB97M-V functional and the def2-TZVPD basis.

Last column: Mulliken charge in e.
Element x y z (Å)
O -3.2643 -1.7328 -5.7465  -0.68
S -3.9011 -1.7092 -4.4649  1.16
O -5.1774 -1.0823 -4.2713  -0.64
C -3.9794 -3.3730 -3.7822  -0.68
C -3.5959 -3.2561 -2.2963  -0.64
C -3.4557 -1.7689 -1.9526  0.29
C -2.8210 -1.1273 -3.1669  -0.74
H -3.2296 -3.9504 -4.3241  0.32
H -4.9444 -3.8067 -4.0305  0.41
H -4.3242 -3.7690 -1.6663  0.27
H -2.6462 -3.7523 -2.0827  0.33
H -2.8561 -1.5606 -1.0683  -0.60
H -4.4321 -1.3104 -1.7819  0.33
H -1.8561 -1.6001 -3.3619  0.32
H -2.8080 -0.0427 -3.1870  0.42
O -1.7152 2.5298 1.1183  -0.55
S -1.1786 1.7335 0.0527  0.97
O -2.0125 0.8829 -0.7542  -0.50
C -0.1812 2.7359 -1.0664  -0.82
C 1.2621 2.2703 -0.8928  -0.53
C 1.2502 0.8300 -0.3700  -0.36
C 0.1791 0.7578 0.6865  0.08
H -0.2840 3.7777 -0.7759  0.42
H -0.5514 2.5609 -2.0729  0.37
H 1.8588 2.3039 -1.8027  0.37
H 1.7856 2.9217 -0.1893  0.24
H 2.2356 0.5524 0.0134  -0.04
H 1.0588 0.1234 -1.1828  0.39
H 0.4698 1.2005 1.6448  0.45
H -0.1798 -0.2289 0.9862  -0.50
C -3.4063 5.3039 2.7987  -0.95
C -2.1656 5.6318 3.5679  0.69
C -1.2572 4.4691 3.9386  -0.73
O -1.8957 6.7663 3.8713  -0.56
H -3.7740 6.2100 2.3005  0.32
H -4.2164 5.0241 3.4782  0.29
H -3.3234 4.5570 2.0109  0.22
H -0.4782 4.3902 3.1833  0.13
H -1.8200 3.5372 3.9940  0.24
H -0.8680 4.6547 4.9398  0.37
C -0.6844 -4.3567 3.2186  -1.30
C -0.2284 -3.8188 1.8937  1.04
C 0.6543 -4.7058 1.0646  -1.37
O -0.4795 -2.6794 1.5581  -0.51
H 0.2129 -4.3639 3.8523  0.35
H -1.0152 -5.3895 3.1269  0.40
H -1.3793 -3.6824 3.7108  0.30
H 0.9379 -4.1967 0.1463  0.28
H 0.1906 -5.6692 0.8399  0.43
H 1.5629 -4.9461 1.6218  0.31
C 2.1441 5.5859 -5.6892  -1.06
C 2.3776 5.8160 -4.2171  0.61
C 2.3926 4.6091 -3.3118  -0.79
O 2.4909 6.9297 -3.7701  -0.55
H 1.6153 6.4565 -6.0700  0.32
H 1.5776 4.6733 -5.8739  0.32
H 3.0819 5.4660 -6.2355  0.27
H 3.4502 4.3512 -3.1771  0.30
H 1.7642 3.8045 -3.6765  0.28
H 2.1075 4.9093 -2.3018  0.31
C -4.1021 -3.0215 1.6668  -0.62
C -4.0413 -1.7816 2.5061  0.33
C -2.9421 -0.8051 2.1823  0.84
O -4.8635 -1.5714 3.3703  -0.60
H -4.5480 -3.8608 2.1991  0.39
H -3.1033 -3.3089 1.3286  0.01
H -4.7255 -2.8544 0.7846  0.18
H -2.6187 -0.9662 1.1481  -0.80
H -2.0239 -1.0880 2.7039  0.02
H -3.2604 0.2219 2.3231  0.34
C 5.6707 -0.3057 -1.0231  -0.58
C 5.7063 -1.7084 -1.5945  0.70
C 4.9049 -2.7169 -0.8269  -0.61
O 6.3436 -1.9770 -2.5800  -0.55
H 4.6411 -0.0289 -0.7962  -0.10
H 6.0465 0.3657 -1.7953  0.34
H 6.3511 -0.2390 -0.1759  0.30
H 5.1467 -3.7657 -0.9218  0.38
H 3.8414 -2.5139 -1.0090  0.21
H 4.9640 -2.4018 0.2275  -0.04
C 4.5207 -1.8068 3.3345  -1.31
C 3.0562 -2.1695 3.2228  0.64
C 2.0376 -1.0927 2.9343  -0.15
O 2.7131 -3.3274 3.1734  -0.54
H 5.0551 -2.6172 2.8355  0.34
H 4.8566 -1.8702 4.3705  0.37
H 4.7187 -0.8474 2.8679  0.33
H 2.5408 -0.2154 2.5126  0.25
H 1.5189 -0.7163 3.8187  0.38
H 1.3199 -1.4573 2.2077  -0.28

Net charge = 0
DFT total energy = -69949.3654 eV
SMILES string = O=S1(=O)CCCC1.O=S1(=O)CCCC1.CC(C)=O.CC(C)=O.CC(C)=O.CC(C)=O.CC(C)=O.CC(C)=O
Energy above the lowest of the compared OMol25 structures with the same formula, charge and spin = 0.00 kJ/mol



> net charge of number 2 (C26H52O10S2)?

0



> net charge of number 1 (C16H27B3O5)?

0



> Among the records above, which one has the highest DFT total energy?

C16H27B3O5